Below is 2 unconnected molecules or ions with the total composition C10H7N, with properties calculated with ωB97M-V/def2-TZVPD.

```
18
Properties=species:S:1:pos:R:3:lowdin_charge:R:1
C -2.93654 -2.60726 -0.01534 0.1632
C -3.44642 2.23656 0.32749 -0.0581
C -2.27179 -1.61061 -0.28937 -0.2191
C -2.66372 1.35410 0.13703 0.0208
C 2.55611 0.21548 0.09793 -0.1027
C 2.06638 -1.07839 0.19315 -0.1003
C 1.67905 1.24100 -0.24944 -0.0771
C 0.71878 -1.26952 0.13564 -0.0272
C 0.27463 1.04127 -0.41217 0.0058
C -0.24091 -0.26983 -0.21982 -0.2993
N -1.48057 -0.64699 -0.56026 0.1018
H -3.65743 -3.27803 -0.36657 0.0199
H -4.36681 2.72946 0.18691 -0.0037
H 3.65955 0.55590 0.15250 0.1341
H 2.57773 -2.03054 0.36001 0.1126
H 2.25041 2.20761 -0.43489 0.1224
H 0.19808 -2.27975 0.12898 0.1313
H -0.49004 1.72728 -0.71390 0.0756
```

Calculated values
ΔE to the lowest compared entry with this formula, charge and spin = 48.2 kcal/mol
Total energy = -439.66496 Eh
Net charge = 0
Molecular weight = 141.17 g mol⁻¹